[1]
56
Properties=species:S:1:pos:R:3:lowdin_charge:R:1 method="wB97M-V/def2-TZVPD" charge=-1 energy_ev=-55820.5403 mol_weight_g_mol=803.8
Tl 0.2674 0.4928 -0.2244 0.948
I 0.1575 0.7276 3.0148 1.079
C 2.1713 0.1428 2.9414 -0.605
C 2.8073 0.1167 4.1497 -0.178
C 4.1459 -0.3125 4.2459 -0.087
C 4.7999 -0.7181 3.1241 -0.044
C 4.1607 -0.7021 1.8594 -0.167
C 4.8752 -1.1507 0.7223 -0.045
C 4.2897 -1.1499 -0.5064 -0.072
C 2.9691 -0.6775 -0.6453 -0.125
C 2.2296 -0.2304 0.4207 -0.210
C 2.8150 -0.2496 1.7225 -0.222
H 2.2787 0.4173 5.0436 0.080
H 4.6350 -0.3272 5.2111 0.102
H 5.8246 -1.0667 3.1771 0.109
H 5.8927 -1.4983 0.8562 0.108
H 4.8299 -1.5031 -1.3759 0.104
H 2.5343 -0.6860 -1.6398 0.082
C 0.6193 -2.4042 -5.8866 -0.093
C 0.4671 -1.0771 -6.2766 -0.092
C 0.2879 -0.0873 -5.3276 -0.033
C 0.2695 -0.4383 -3.9787 -0.229
C 0.4282 -1.7570 -3.5767 -0.006
C 0.5969 -2.7409 -4.5439 -0.064
N 0.1012 0.5376 -2.9348 0.044
N -0.2346 1.6593 -3.3340 0.079
C -0.4008 2.6753 -2.3354 -0.280
C -0.7325 3.9206 -2.8591 -0.033
C -0.9132 4.9986 -2.0080 -0.086
C -0.7555 4.8171 -0.6416 -0.084
C -0.4237 3.5654 -0.1333 -0.137
C -0.2494 2.4669 -0.9682 -0.206
H 0.7504 -3.1741 -6.6369 0.098
H 0.4861 -0.8152 -7.3270 0.098
H 0.1660 0.9466 -5.6138 0.099
H 0.3806 -2.0056 -2.5226 0.088
H 0.6977 -3.7730 -4.2351 0.108
H -0.8451 4.0192 -3.9313 0.108
H -1.1757 5.9698 -2.4068 0.099
H -0.8938 5.6514 0.0352 0.102
H -0.3033 3.4530 0.9394 0.074
O -6.3503 -2.2480 1.2017 -0.039
C -6.0533 -1.0597 1.4049 -0.698
O -6.7241 -0.1179 1.8720 -0.059
C -4.5982 -0.6758 1.0241 -0.082
C -4.1492 0.6271 1.2106 0.005
C -2.8512 0.9496 0.8773 -0.152
N -1.9975 0.0459 0.3891 -0.021
C -2.4169 -1.2048 0.1808 -0.169
C -3.7094 -1.5989 0.4863 0.073
C -1.4086 -2.1622 -0.4398 -0.593
O -1.7749 -3.2797 -0.7607 0.059
O -0.2140 -1.6975 -0.5834 -0.164
H -4.8406 1.3550 1.6129 0.113
H -2.4658 1.9576 0.9963 0.093
H -4.0286 -2.6152 0.3074 0.128

[2]
13
Properties=species:S:1:pos:R:3:nbo_charge:R:1 method="wB97M-V/def2-TZVPD" charge=0 energy_ev=-7793.4745 mol_weight_g_mol=85.1
C 1.2498 1.3329 -0.4087 -0.232
N 1.4889 -0.1007 -0.4621 -0.582
C 0.1739 0.4068 -0.8743 -0.197
C -1.0649 0.3226 -0.0147 0.062
C -1.1659 -1.2531 0.8177 -0.166
O -0.6970 -0.0523 1.3119 -0.528
H 1.1337 1.8026 0.5670 0.202
H 1.7992 1.9280 -1.1380 0.202
H 1.4068 -0.4657 0.4864 0.352
H -0.0128 0.3678 -1.9442 0.212
H -1.8600 -0.6724 -0.1695 0.261
H -2.0042 -1.6477 1.3959 0.216
H -0.4474 -1.9688 0.4325 0.197